The following is a quantum chemistry calculation of a molecular structure, C20H47N2O7Sr3 at a distorted geometry, from OMol25.

Values from the calculation:
Maximum force   0.0878 Eh/bohr
HOMO-LUMO gap   1.66 eV

```
! RIJCOSX wB97M-V def2-TZVPD def2/J DEFGRID3
* xyz 5 1
Sr 4.18 -3.42 -1.17
Sr 0.44 -5.44 -2.87
Sr 1.59 -3.98 -6.93
C 0.90 -1.13 -3.17
C 1.23 -2.63 -3.17
O 1.37 -3.19 -2.07
O 1.45 -3.25 -4.21
H -0.01 -0.96 -2.60
H 0.59 -0.77 -4.14
H 1.67 -0.51 -2.70
O -1.96 -2.03 -0.25
H -2.44 -1.22 -0.46
H -1.99 -2.54 -1.06
O 4.28 -2.28 -3.30
H 4.04 -2.57 -4.18
H 4.46 -1.34 -3.40
O 0.39 -3.24 0.66
H 0.85 -2.98 -0.14
H -0.40 -2.69 0.66
C 1.15 1.82 2.47
C 2.15 0.78 1.79
C 3.39 1.60 1.26
C 4.49 1.99 2.28
C 4.87 0.74 3.05
C 3.77 -0.13 3.69
N 2.66 -0.26 2.74
O 1.62 -0.95 3.23
C 4.34 -1.57 4.00
C 3.37 0.59 5.00
C 1.57 0.12 0.53
H 0.94 2.71 1.89
H 1.51 2.13 3.45
H 0.16 1.44 2.72
H 3.61 1.00 0.38
H 3.14 2.56 0.79
H 4.22 2.80 2.97
H 5.39 2.41 1.84
H 5.60 0.93 3.84
H 5.48 0.08 2.43
H 4.64 -1.99 3.04
H 5.26 -1.49 4.56
H 3.72 -2.22 4.62
H 3.77 0.11 5.89
H 3.63 1.64 5.10
H 2.29 0.63 5.14
H 0.89 -0.65 0.87
H 2.31 -0.38 -0.10
H 1.02 0.88 -0.02
H 1.11 -0.34 3.76
C -6.08 1.00 -1.77
C -4.80 0.14 -1.28
C -4.08 -0.24 -2.57
C -3.18 0.81 -3.28
C -2.24 1.29 -2.19
C -2.83 1.78 -0.88
N -3.82 0.81 -0.41
O -4.31 1.17 0.87
C -1.67 1.81 0.15
C -3.43 3.15 -1.03
C -5.16 -1.17 -0.53
H -6.80 0.36 -2.27
H -5.78 1.69 -2.56
H -6.58 1.51 -0.95
H -3.48 -1.14 -2.39
H -4.82 -0.47 -3.33
H -3.82 1.64 -3.58
H -2.79 0.37 -4.20
H -1.57 2.09 -2.46
H -1.46 0.53 -2.15
H -1.86 2.48 0.98
H -1.29 0.84 0.46
H -0.75 2.07 -0.37
H -3.88 3.43 -0.07
H -2.74 3.94 -1.31
H -4.19 3.12 -1.81
H -4.46 -1.97 -0.77
H -6.10 -1.58 -0.89
H -5.16 -1.06 0.56
H -3.56 0.82 1.37
*
```

Okay, here come the Mulliken numbers, in e, for every atom: number 1, Sr, carries 1.6415; number 2, Sr, carries 1.5126; number 3, Sr, carries 1.5829; number 4, C, carries -0.1783; number 5, C, carries 0.4958; number 6, O, carries -0.9651; number 7, O, carries -0.4665; number 8, H, carries -0.4934; number 9, H, carries 0.4521; number 10, H, carries 0.2965; number 11, O, carries -0.7300; number 12, H, carries 0.2125; number 13, H, carries 0.2651; number 14, O, carries -0.5865; number 15, H, carries 0.2259; number 16, H, carries 0.3314; number 17, O, carries -0.5915; number 18, H, carries 0.2495; number 19, H, carries 0.3653; number 20, C, carries -1.6569; number 21, C, carries 1.4749; number 22, C, carries -1.2564; number 23, C, carries -0.7637; number 24, C, carries -1.3408; number 25, C, carries 1.3941; number 26, N, carries 0.2739; number 27, O, carries -0.3019; number 28, C, carries -1.6803; number 29, C, carries -1.4346; number 30, C, carries -1.6076; number 31, H, carries 0.4246; number 32, H, carries 0.4269; number 33, H, carries 0.4910; number 34, H, carries 0.3980; number 35, H, carries 0.4195; number 36, H, carries 0.3578; number 37, H, carries 0.4714; number 38, H, carries 0.4393; number 39, H, carries 0.4532; number 40, H, carries 0.3108; number 41, H, carries 0.4428; number 42, H, carries 0.3951; number 43, H, carries 0.4351; number 44, H, carries 0.3845; number 45, H, carries 0.2494; number 46, H, carries 0.4800; number 47, H, carries 0.4381; number 48, H, carries -0.0097; number 49, H, carries 0.4035; number 50, C, carries -1.4800; number 51, C, carries 0.8484; number 52, C, carries -0.9472; number 53, C, carries -1.0545; number 54, C, carries -0.0720; number 55, C, carries 1.9992; number 56, N, carries 0.6933; number 57, O, carries -0.3884; number 58, C, carries -2.5424; number 59, C, carries -1.6015; number 60, C, carries -1.5324; number 61, H, carries 0.4607; number 62, H, carries 0.3717; number 63, H, carries 0.3771; number 64, H, carries 0.2552; number 65, H, carries 0.4662; number 66, H, carries 0.3817; number 67, H, carries 0.4182; number 68, H, carries 0.7597; number 69, H, carries -0.8298; number 70, H, carries 0.4891; number 71, H, carries 0.5118; number 72, H, carries 0.5900; number 73, H, carries 0.4355; number 74, H, carries 0.4126; number 75, H, carries 0.3194; number 76, H, carries 0.3372; number 77, H, carries 0.4234; number 78, H, carries 0.3689; number 79, H, carries 0.3971


The following is a quantum chemistry calculation of a molecular structure, C20H49AlBrClMgN3NaO3P at a distorted geometry, from OMol25.

Values from the calculation:
Maximum force   0.0544 Eh/bohr
HOMO-LUMO gap   1.08 eV

```
! RIJCOSX wB97M-V def2-TZVPD def2/J DEFGRID3
* xyz 3 1
C -5.20 5.63 5.55
O -5.35 4.30 5.30
C -4.49 3.75 4.33
C -5.00 2.36 4.00
C -4.11 1.44 3.17
C -2.70 1.09 3.71
C -1.62 1.14 2.61
C -0.18 1.18 3.12
C 0.90 1.56 2.10
C 1.09 0.65 0.89
P -0.16 0.94 -0.44
C 0.22 -0.32 -1.75
C -1.03 -0.71 -2.60
N -2.03 0.36 -2.66
C 0.29 2.61 -1.10
C 0.42 2.70 -2.62
O 1.70 2.18 -3.00
C 0.24 4.17 -3.02
N -1.18 4.52 -3.04
H -6.04 6.22 4.95
H -4.24 6.03 5.22
H -5.34 5.84 6.61
H -4.46 4.40 3.44
H -3.47 3.74 4.76
H -5.27 1.87 4.94
H -5.92 2.51 3.43
H -4.01 1.88 2.16
H -4.65 0.52 3.01
H -2.77 0.04 4.00
H -2.46 1.69 4.60
H -1.75 0.23 2.02
H -1.79 1.93 1.85
H -0.12 1.93 3.93
H 0.08 0.24 3.60
H 1.84 1.53 2.66
H 0.78 2.60 1.78
H 1.12 -0.41 1.14
H 2.08 0.89 0.48
H 0.54 -1.21 -1.20
H 1.05 -0.02 -2.39
H -0.65 -0.98 -3.58
H -1.49 -1.59 -2.15
H -2.96 -0.04 -2.63
H -1.95 0.83 -3.55
H -0.52 3.28 -0.83
H 1.19 3.03 -0.62
H -0.37 2.13 -3.10
H 2.38 2.62 -2.48
H 0.79 4.78 -2.30
H 0.67 4.27 -4.01
H -1.37 5.09 -3.85
H -1.76 3.69 -3.12
C 4.20 -7.22 -1.30
C 4.27 -5.79 -1.83
N 3.02 -5.05 -1.64
C 2.98 -3.80 -2.37
C 3.90 -2.63 -2.04
C 2.51 -5.00 -0.26
C 3.42 -4.40 0.81
H 3.38 -7.77 -1.75
H 5.13 -7.74 -1.56
H 4.10 -7.25 -0.22
H 4.47 -5.83 -2.90
H 5.12 -5.28 -1.37
H 1.93 -3.44 -2.27
H 3.11 -4.05 -3.42
H 3.62 -2.13 -1.12
H 3.84 -1.88 -2.84
H 4.94 -2.96 -1.97
H 2.25 -6.02 0.03
H 1.55 -4.46 -0.27
H 4.44 -4.75 0.72
H 3.05 -4.70 1.80
H 3.42 -3.31 0.79
Mg 0.53 -4.56 -2.94
O 1.50 -4.33 -4.98
H 1.29 -4.45 -5.92
Br -6.94 7.35 3.82
Na 3.08 -4.17 -6.14
Cl 2.60 2.92 -5.03
Al -1.70 3.58 2.86
*
```

Okay, here come the Mulliken numbers, in e, for every atom: number 1, C, carries -0.3111; number 2, O, carries -0.2885; number 3, C, carries -0.2987; number 4, C, carries -0.7086; number 5, C, carries -0.8795; number 6, C, carries -1.0169; number 7, C, carries -0.4005; number 8, C, carries -0.5813; number 9, C, carries -0.7818; number 10, C, carries -0.9844; number 11, P, carries -0.0240; number 12, C, carries -0.1082; number 13, C, carries -0.9001; number 14, N, carries -0.4725; number 15, C, carries -1.1076; number 16, C, carries 0.5449; number 17, O, carries -0.5573; number 18, C, carries -0.7540; number 19, N, carries -0.5386; number 20, H, carries -0.0435; number 21, H, carries 0.4092; number 22, H, carries 0.3147; number 23, H, carries 0.3849; number 24, H, carries 0.2563; number 25, H, carries 0.3441; number 26, H, carries 0.3710; number 27, H, carries 0.4216; number 28, H, carries 0.4267; number 29, H, carries 0.4770; number 30, H, carries 0.5912; number 31, H, carries 0.5589; number 32, H, carries 0.2514; number 33, H, carries 0.2375; number 34, H, carries 0.4500; number 35, H, carries 0.3836; number 36, H, carries 0.2493; number 37, H, carries 0.4717; number 38, H, carries 0.4635; number 39, H, carries -0.0164; number 40, H, carries 0.5165; number 41, H, carries 0.2396; number 42, H, carries 0.3814; number 43, H, carries 0.2458; number 44, H, carries 0.2364; number 45, H, carries 0.5205; number 46, H, carries 0.6415; number 47, H, carries -0.3467; number 48, H, carries 0.4882; number 49, H, carries 0.2893; number 50, H, carries 0.3744; number 51, H, carries 0.2989; number 52, H, carries 0.2010; number 53, C, carries -1.3486; number 54, C, carries -0.4853; number 55, N, carries 0.5040; number 56, C, carries 0.7034; number 57, C, carries -1.3763; number 58, C, carries -0.3972; number 59, C, carries -1.1215; number 60, H, carries 0.3099; number 61, H, carries 0.4342; number 62, H, carries 0.3193; number 63, H, carries 0.3814; number 64, H, carries 0.3268; number 65, H, carries -0.5094; number 66, H, carries 0.0734; number 67, H, carries 0.1910; number 68, H, carries 0.4985; number 69, H, carries 0.3355; number 70, H, carries 0.4567; number 71, H, carries 0.1217; number 72, H, carries 0.2854; number 73, H, carries 0.4166; number 74, H, carries 0.2193; number 75, Mg, carries 1.0145; number 76, O, carries -0.6959; number 77, H, carries 0.1285; number 78, Br, carries -0.0599; number 79, Na, carries 0.9415; number 80, Cl, carries -0.2145; number 81, Al, carries 0.6265


The following is a quantum chemistry calculation of 7 unconnected molecules or ions with the total composition C20H49Cl3IN14O12P2 at a distorted geometry, from OMol25.

Values from the calculation:
Maximum force   0.0315 Eh/bohr
HOMO-LUMO gap   7.31 eV

```
! RIJCOSX wB97M-V def2-TZVPD def2/J DEFGRID3
* xyz 1 1
C 3.41 -1.41 1.68
C 2.75 -0.81 0.49
Cl 3.60 -0.98 -1.00
C 1.57 -0.15 0.53
Cl 0.92 0.53 -0.95
C 0.71 0.03 1.77
C -0.06 -1.27 2.16
C -0.19 -2.36 1.08
C 0.91 -3.44 1.12
I 0.05 -5.37 0.73
O 1.46 0.38 2.93
C 1.83 1.74 3.08
C 3.30 1.83 3.44
C 3.67 0.97 4.65
C 2.73 1.09 5.83
Cl 5.29 1.56 5.19
C 1.56 2.66 1.90
N 0.22 2.47 1.23
C -0.69 3.62 1.56
O -0.60 4.55 0.53
N 0.44 5.54 0.83
O 0.81 6.03 -0.14
C -0.37 1.14 1.60
P -1.78 0.84 0.38
P -3.64 1.11 1.52
O -4.57 0.03 1.22
O -4.24 2.52 1.04
O -3.38 1.38 3.08
H 4.14 -2.15 1.40
H 2.72 -1.80 2.42
H 3.96 -0.61 2.17
H 0.49 -1.70 3.00
H -1.03 -1.00 2.57
H -0.32 -1.97 0.08
H -1.12 -2.87 1.30
H 1.40 -3.51 2.07
H 1.62 -3.31 0.32
H 1.29 2.14 3.95
H 3.88 1.49 2.58
H 3.55 2.86 3.69
H 3.81 -0.07 4.40
H 2.74 2.08 6.28
H 3.05 0.38 6.59
H 1.73 0.79 5.55
H 2.32 2.48 1.14
H 1.71 3.68 2.23
H 0.39 2.53 0.22
H -1.72 3.30 1.60
H -0.42 4.08 2.51
H -0.81 1.26 2.58
H -1.87 -0.51 0.03
H -4.24 3.14 1.77
H -2.78 0.74 3.47
C 4.82 -5.06 0.72
O 4.10 -4.12 0.44
N 5.87 -4.96 1.60
N 4.64 -6.30 0.18
H 6.47 -5.72 1.83
H 6.04 -4.06 2.01
H 3.87 -6.41 -0.46
H 5.21 -7.09 0.39
C -4.81 1.61 -2.90
O -3.59 1.56 -2.82
N -5.45 1.36 -4.07
N -5.59 1.93 -1.83
H -6.45 1.39 -4.18
H -4.88 1.11 -4.86
H -5.13 2.08 -0.95
H -6.59 1.98 -1.86
C -1.55 -1.49 -4.11
O -1.38 -2.48 -3.41
N -0.85 -0.32 -3.88
N -2.42 -1.46 -5.15
H -0.97 0.51 -4.43
H -0.20 -0.33 -3.12
H -2.94 -2.30 -5.35
H -2.58 -0.66 -5.73
C 6.16 5.00 7.78
O 5.43 5.88 7.37
N 7.14 5.22 8.71
N 6.06 3.70 7.34
H 7.75 4.51 9.06
H 7.24 6.16 9.05
H 5.35 3.52 6.65
H 6.64 2.95 7.65
C -5.12 0.81 -8.06
O -4.64 0.36 -7.03
N -4.42 0.86 -9.23
N -6.40 1.30 -8.12
H -4.79 1.22 -10.08
H -3.49 0.49 -9.21
H -6.94 1.27 -7.29
H -6.81 1.67 -8.96
C -4.26 -4.69 -7.04
O -4.01 -3.56 -7.43
N -4.55 -5.70 -7.92
N -4.29 -5.04 -5.72
H -4.76 -6.64 -7.63
H -4.54 -5.48 -8.89
H -4.08 -4.32 -5.05
H -4.49 -5.96 -5.40
*
```

Mulliken population analysis, charges in e, atoms 1 to 99: number 1, C, carries -1.4772; number 2, C, carries 0.5490; number 3, Cl, carries -0.1419; number 4, C, carries -0.0001; number 5, Cl, carries -0.1607; number 6, C, carries 2.1352; number 7, C, carries -1.5278; number 8, C, carries -0.6412; number 9, C, carries -1.3072; number 10, I, carries 0.0529; number 11, O, carries -0.3584; number 12, C, carries 0.7253; number 13, C, carries -1.5984; number 14, C, carries 0.7342; number 15, C, carries -1.4323; number 16, Cl, carries -0.2426; number 17, C, carries -1.9369; number 18, N, carries 0.5510; number 19, C, carries 0.0504; number 20, O, carries -0.3098; number 21, N, carries 0.2416; number 22, O, carries -0.2744; number 23, C, carries -3.0459; number 24, P, carries 0.3518; number 25, P, carries 1.0559; number 26, O, carries -0.6984; number 27, O, carries -0.5957; number 28, O, carries -0.5648; number 29, H, carries 0.5458; number 30, H, carries 0.1579; number 31, H, carries 0.3615; number 32, H, carries 0.5744; number 33, H, carries 0.3436; number 34, H, carries 0.2256; number 35, H, carries 0.8328; number 36, H, carries 0.3359; number 37, H, carries 0.5128; number 38, H, carries 0.5219; number 39, H, carries 0.4445; number 40, H, carries 0.5282; number 41, H, carries 0.1674; number 42, H, carries 0.3323; number 43, H, carries 0.4804; number 44, H, carries 0.2483; number 45, H, carries 0.2615; number 46, H, carries 0.8348; number 47, H, carries 0.7950; number 48, H, carries -0.1998; number 49, H, carries 0.4986; number 50, H, carries 1.1006; number 51, H, carries 0.0966; number 52, H, carries 0.3630; number 53, H, carries 0.3523; number 54, C, carries 0.6214; number 55, O, carries -0.5323; number 56, N, carries -0.3572; number 57, N, carries -0.4443; number 58, H, carries 0.1671; number 59, H, carries 0.1936; number 60, H, carries 0.2235; number 61, H, carries 0.1531; number 62, C, carries 0.6603; number 63, O, carries -0.6184; number 64, N, carries -0.2728; number 65, N, carries -0.3017; number 66, H, carries 0.1238; number 67, H, carries 0.1786; number 68, H, carries 0.1706; number 69, H, carries 0.1550; number 70, C, carries 0.7303; number 71, O, carries -0.7014; number 72, N, carries -0.2324; number 73, N, carries -0.1303; number 74, H, carries 0.1425; number 75, H, carries 0.1567; number 76, H, carries 0.0154; number 77, H, carries 0.0600; number 78, C, carries 0.5962; number 79, O, carries -0.6397; number 80, N, carries -0.3763; number 81, N, carries -0.2472; number 82, H, carries 0.1664; number 83, H, carries 0.2242; number 84, H, carries 0.1482; number 85, H, carries 0.1365; number 86, C, carries 0.6360; number 87, O, carries -0.6317; number 88, N, carries -0.3902; number 89, N, carries -0.4057; number 90, H, carries 0.1667; number 91, H, carries 0.2155; number 92, H, carries 0.1926; number 93, H, carries 0.1577; number 94, C, carries 0.6608; number 95, O, carries -0.6109; number 96, N, carries -0.4219; number 97, N, carries -0.3160; number 98, H, carries 0.1503; number 99, H, carries 0.2197